# 1
The following is a quantum chemistry calculation of one molecule with the formula C8H9N5 in a non-equilibrium geometry, from OMol25.

Computed properties:
E_HOMO (spin up / spin down): -0.152 / -0.312 Eh
energy relative to the best compared isomer or geometry (same formula, charge and spin): 26.80 kcal/mol
maximum force: 5.91 eV/A
E_LUMO (spin up / spin down): -0.27 / -4.54 eV
multiplicity: 3
net charge: 0
orbital gap (spin up / spin down): 3.9 / 4.0 eV

XYZ file:
```
22
Properties=species:S:1:pos:R:3:lowdin_spin:R:1
C -2.527 1.386 0.945 0.1842
N -2.357 2.149 -0.158 0.1058
N 2.462 0.031 0.541 0.2154
H 3.210 3.168 0.037 0.0163
H -1.523 -0.391 1.726 0.0180
C 3.110 1.071 0.884 0.1390
H -0.889 1.811 -1.842 0.0096
N -0.793 0.622 -0.138 0.0873
C 1.628 0.358 -0.555 0.0376
H -3.468 1.641 1.535 0.0017
C -1.608 0.387 1.014 0.3383
C -1.027 -2.227 -0.782 0.0033
N 1.832 1.806 -0.793 0.3130
H -0.751 -2.949 0.095 0.0001
H 2.205 -0.074 -1.487 0.0306
C 0.212 -0.247 -0.611 0.0203
H 3.889 1.060 1.679 0.0096
N 0.124 -1.435 -0.993 0.0048
H -1.238 -3.043 -1.667 0.0003
C -1.291 1.690 -0.809 0.2807
C 2.676 2.208 0.036 0.1818
H -1.948 -1.695 -0.619 0.0025
```

---

# 2
The following is a quantum chemistry calculation of C6H15CaNO6S as an isolated structure in a non-equilibrium geometry, from OMol25.

Computed properties:
E_HOMO: -0.303 Eh
energy relative to the best compared isomer or geometry (same formula, charge and spin): 149.66 kcal/mol
maximum force: 18.59 eV/A
E_LUMO: -0.26 eV
multiplicity: 1
net charge: 0
orbital gap: 8.0 eV

XYZ file:
```
30
Properties=species:S:1:pos:R:3:mulliken_charge:R:1
S 1.413 -2.307 -1.812 1.0538
O 2.685 -2.959 -1.444 -0.6915
H 1.830 1.386 1.639 0.5254
H -1.733 -0.426 2.533 0.4330
H -2.811 -2.701 2.300 0.3455
C -2.947 -2.383 1.266 -0.8516
C 0.689 3.246 -1.729 -0.7750
O 0.860 2.696 -0.475 -0.3716
O -1.869 -1.582 0.835 -0.2953
C 1.694 0.737 0.774 -0.8989
C -1.882 -0.330 1.458 -0.5964
H -3.003 -3.340 0.747 0.2881
Ca -0.032 -1.409 -0.316 1.2804
H -3.883 -1.829 1.186 0.3174
C 1.700 1.563 -0.528 -0.6496
H 2.597 0.139 0.895 0.4372
O 0.282 -3.016 -1.217 -0.7551
H 2.717 1.867 -0.777 0.5286
C -0.719 0.561 0.915 -0.8608
H 0.049 4.124 -1.637 0.2579
H 0.200 2.618 -2.474 0.3172
O 1.268 -1.002 -1.241 -0.5339
H 1.631 3.632 -2.119 0.3398
O 1.161 -2.264 -3.277 -0.7179
N 0.531 -0.162 0.984 -0.3804
H -0.952 1.012 -0.050 0.3576
H 1.394 0.842 -1.286 0.5797
H -0.674 1.449 1.547 0.5843
H -2.827 0.200 1.333 0.4864
H 0.632 -0.362 1.969 0.2455
```

---

# 3
The following is a quantum chemistry calculation of an isolated ion of composition C2H5N2S and charge +1 in a non-equilibrium geometry, from OMol25.

Computed properties:
E_HOMO: -0.458 Eh
energy relative to the best compared isomer or geometry (same formula, charge and spin): 73.54 kcal/mol
maximum force: 2.20 eV/A
E_LUMO: -4.81 eV
multiplicity: 1
net charge: +1
orbital gap: 7.6 eV

XYZ file:
```
10
Properties=species:S:1:pos:R:3:nbo_charge:R:1
H 1.004 -0.533 0.863 0.4155
H -4.288 -1.156 0.294 0.4664
H 0.437 1.306 -1.304 0.2170
H 1.516 0.900 0.801 0.4209
S -1.363 0.882 0.373 0.4133
C -2.570 -0.149 -0.023 0.3695
N -3.602 -0.658 -0.187 -0.4563
C 0.025 0.517 -0.704 -0.6092
N 1.229 0.149 0.197 -0.6961
H 1.813 -0.337 -0.456 0.4590
```

---

# 4
The following is a quantum chemistry calculation of C16H14N6O4PtS as an isolated structure in a non-equilibrium geometry, from OMol25.

Computed properties:
E_HOMO: -0.296 Eh
energy relative to the best compared isomer or geometry (same formula, charge and spin): 0.00 kcal/mol
maximum force: 1.55 eV/A
E_LUMO: -0.05 eV
multiplicity: 1
net charge: 0
orbital gap: 8.0 eV

XYZ file:
```
42
Properties=species:S:1:pos:R:3:nbo_charge:R:1
H -5.742 -0.990 -1.130 0.2030
N 2.236 -2.244 0.350 0.1364
H -5.370 -3.393 -0.483 0.2340
C 3.584 -1.988 0.656 0.1601
H -2.973 -4.168 -0.247 0.2197
H 0.606 2.185 -0.446 0.2421
O -2.247 1.094 -3.229 -0.9239
C -2.896 3.681 0.202 -0.2950
C 4.349 -2.932 1.349 -0.2304
N -1.981 5.103 1.922 -0.8189
C 6.242 -1.451 1.237 -0.2009
N -1.348 -0.445 -1.450 -0.8915
C 5.671 -2.654 1.631 -0.2019
C -4.745 -1.412 -1.065 0.1190
S -1.201 1.000 -2.259 2.3485
O 0.469 -3.456 0.343 -0.4794
H -1.165 5.577 2.263 0.3842
H 3.893 -3.862 1.652 0.2399
C 5.475 -0.520 0.552 -0.1994
H 3.542 -0.067 -0.279 0.2522
C -0.364 2.622 -0.246 -0.1522
O 0.165 1.071 -2.681 -0.9350
H 7.280 -1.242 1.460 0.2182
N -3.755 -0.566 -1.338 -0.4706
H 5.917 0.417 0.240 0.2212
H 6.267 -3.383 2.163 0.2203
C -3.236 -3.168 -0.566 0.1153
C 4.149 -0.779 0.259 -0.2296
C -1.805 4.145 0.947 0.2810
C -2.533 -1.070 -1.266 0.5797
H -3.878 4.104 0.379 0.2072
H -3.551 2.331 -1.349 0.2501
C -4.543 -2.734 -0.694 -0.3596
N 1.702 -3.352 0.680 0.1690
C -1.455 2.194 -0.989 -0.4051
C -0.537 3.593 0.719 -0.2938
C -2.723 2.708 -0.762 -0.1524
Pt -0.305 -1.908 -0.580 0.8889
H 0.310 3.947 1.295 0.2073
N -2.240 -2.346 -0.856 -0.4935
H -2.826 5.646 1.900 0.3846
O 1.564 -1.288 -0.286 -0.5491
```

---

# 5
The following is a quantum chemistry calculation of one molecule with the formula C3H2O in a non-equilibrium geometry, from OMol25.

Computed properties:
E_HOMO: -0.382 Eh
energy relative to the best compared isomer or geometry (same formula, charge and spin): 18.81 kcal/mol
maximum force: 8.87 eV/A
E_LUMO: -0.43 eV
multiplicity: 1
net charge: 0
orbital gap: 10.0 eV
SMILES string: C#CC=O

XYZ file:
```
6
Properties=species:S:1:pos:R:3:nbo_charge:R:1
H -0.419 1.899 -1.638 0.2199
C -0.124 0.336 -0.070 -0.1258
O 1.237 -1.266 0.756 -0.4752
C -0.164 1.143 -1.029 -0.0649
C 0.140 -0.745 0.679 0.3021
H -0.669 -1.367 1.303 0.1440
```

---

# 6
The following is a quantum chemistry calculation of one molecule with the formula C4H5FO3 in a non-equilibrium geometry, from OMol25.

Computed properties:
E_HOMO: -0.405 Eh
energy relative to the best compared isomer or geometry (same formula, charge and spin): 9.44 kcal/mol
maximum force: 2.30 eV/A
E_LUMO: 0.71 eV
multiplicity: 1
net charge: 0
orbital gap: 11.7 eV
SMILES string: O=C(O)[C@H]1O[C@H]1CF

XYZ file:
```
13
Properties=species:S:1:pos:R:3:nbo_charge:R:1
H 0.875 -1.409 0.094 0.1996
O -1.330 -0.953 0.994 -0.6664
H 1.439 1.471 -0.907 0.2069
C -0.577 0.973 -0.198 -0.0651
C -1.607 -0.110 -0.033 0.7474
O 0.343 1.153 0.878 -0.4746
H -0.821 -0.465 1.636 0.4999
F 2.770 -0.581 -0.022 -0.3682
H -0.951 1.879 -0.659 0.2197
C 0.858 0.737 -0.357 0.0467
C 1.410 -0.631 -0.453 0.0110
O -2.434 -0.347 -0.896 -0.5376
H 1.396 -0.875 -1.524 0.1808
```